Record 1
Here is a molecular structure, C21H23N5Zr from OMol25. Energies are from ωB97M-V/def2-TZVPD.

The geometry in ORCA input format:
```
! wB97M-V def2-TZVPD RIJCOSX def2/J DEFGRID3
* xyz 4 1
Zr 0.143 -0.316 -0.154
C 4.651 0.060 -0.080
C 4.853 1.434 -0.074
C 3.743 2.275 -0.064
C 2.475 1.741 -0.068
N 2.254 0.381 -0.075
C 3.364 -0.419 -0.074
C 1.262 2.573 -0.055
C 1.268 3.950 -0.054
C 0.056 4.634 -0.038
C -1.139 3.922 -0.026
C -1.094 2.547 -0.028
N 0.091 1.870 -0.043
C -2.272 1.675 -0.012
C -3.562 2.147 0.049
C -4.628 1.249 0.078
C -4.356 -0.114 0.054
C -3.046 -0.523 -0.002
N -1.986 0.332 -0.041
H 5.479 -0.636 -0.084
H 5.855 1.849 -0.073
H 3.890 3.345 -0.053
H 3.216 -1.486 -0.066
H 2.193 4.508 -0.064
H 0.044 5.718 -0.034
H -2.080 4.453 -0.016
H -3.760 3.208 0.079
H -5.649 1.611 0.126
H -5.149 -0.849 0.081
H -2.826 -1.576 -0.013
C 1.044 -2.683 0.229
C 1.288 -4.297 0.221
N 0.027 -4.881 -0.044
C -0.907 -4.682 1.050
C -1.090 -3.143 1.288
N -0.415 -2.420 0.149
C -0.860 -2.907 -1.197
C -0.506 -4.455 -1.310
H 1.527 -2.306 -0.698
H 1.468 -2.238 1.145
H 1.670 -4.584 1.198
H 2.021 -4.529 -0.549
H -0.532 -5.159 1.953
H -1.859 -5.146 0.797
H -0.618 -2.809 2.213
H -2.138 -2.858 1.316
H -0.313 -2.340 -1.982
H -1.924 -2.731 -1.322
H 0.208 -4.631 -2.112
H -1.423 -4.996 -1.539
*
```

Calculated values
F_max: 0.445 eV/A
energy: -30838.8598 eV

Want to see where the charge sits? The Mulliken charges in e are:
1 Zr 2.361
2 C -1.027
3 C -0.514
4 C -0.795
5 C 0.829
6 N -0.228
7 C -0.038
8 C 0.804
9 C -0.877
10 C -0.956
11 C -0.818
12 C 0.739
13 N -0.069
14 C 0.986
15 C -0.838
16 C -0.521
17 C -1.595
18 C -0.251
19 N -0.104
20 H 0.489
21 H 0.524
22 H 0.429
23 H 0.665
24 H 0.439
25 H 0.502
26 H 0.438
27 H 0.447
28 H 0.512
29 H 0.496
30 H 1.000
31 C -0.928
32 C -0.980
33 N 0.048
34 C -0.792
35 C -0.397
36 N -0.185
37 C -0.050
38 C -0.919
39 H 0.583
40 H 0.826
41 H 0.316
42 H 0.406
43 H 0.339
44 H 0.355
45 H 0.491
46 H 0.368
47 H 0.363
48 H 0.451
49 H 0.321
50 H 0.354



Record 2
Here is 9 unconnected molecules or ions with the total composition C57H67N13O3 from OMol25. Energies are from ωB97M-V/def2-TZVPD.

The geometry in ORCA input format:
```
! wB97M-V def2-TZVPD RIJCOSX def2/J DEFGRID3
* xyz 0 1
C -3.106 1.654 5.157
C -2.215 2.927 4.925
N -1.456 2.929 3.660
C -2.118 2.581 2.457
O -3.196 2.977 2.041
C -1.110 1.611 1.798
C -1.230 0.727 0.655
N -2.495 0.692 -0.037
C -0.045 -0.053 0.244
C -0.248 -0.993 -1.010
C -0.426 -2.476 -0.413
C -1.678 -3.233 -0.991
C -1.575 -4.726 -0.442
C -3.050 -2.672 -0.400
C 1.252 0.028 0.950
C 2.421 -0.811 0.376
C 3.467 -1.336 1.439
N 4.105 -2.560 0.818
N 2.887 -1.784 2.717
N 4.602 -0.379 1.642
C 1.321 0.904 2.113
O 2.507 1.045 2.824
C 0.170 1.666 2.521
C -0.058 2.655 3.688
O 0.695 3.175 4.471
H -2.571 0.789 5.625
H -3.905 1.954 5.896
H -3.641 1.280 4.251
H -2.880 3.832 4.936
H -1.524 3.006 5.806
H -2.296 0.777 -1.043
H -2.936 1.598 0.182
H 0.724 -0.951 -1.571
H -1.118 -0.691 -1.634
H 0.521 -3.078 -0.503
H -0.606 -2.380 0.697
H -1.693 -3.192 -2.111
H -1.420 -4.628 0.672
H -2.494 -5.326 -0.646
H -0.644 -5.214 -0.829
H -3.344 -1.694 -0.844
H -3.813 -3.473 -0.580
H -2.912 -2.610 0.716
H 2.947 -0.188 -0.405
H 2.050 -1.713 -0.184
H 4.971 -2.747 1.342
H 4.419 -2.263 -0.118
H 2.446 -2.689 2.498
H 3.702 -2.062 3.284
H 4.329 0.551 1.301
H 5.374 -0.661 1.039
H 2.505 0.387 3.551
C 6.894 2.397 4.451
C 7.947 3.239 4.771
C 8.724 3.739 3.737
N 8.519 3.454 2.447
C 7.498 2.638 2.164
C 6.660 2.088 3.121
H 6.262 1.987 5.230
H 8.161 3.503 5.798
H 9.558 4.404 3.937
H 7.358 2.423 1.109
H 5.846 1.434 2.833
C 0.833 2.092 9.272
C 1.006 2.429 7.939
C 1.023 1.408 7.002
N 0.885 0.112 7.309
C 0.721 -0.188 8.602
C 0.686 0.757 9.616
H 0.812 2.861 10.036
H 1.126 3.460 7.632
H 1.153 1.622 5.949
H 0.613 -1.245 8.822
H 0.547 0.456 10.646
C -0.053 -10.275 0.047
C 1.078 -9.662 -0.468
C 1.163 -8.280 -0.401
N 0.214 -7.501 0.129
C -0.868 -8.115 0.617
C -1.049 -9.489 0.602
H -0.157 -11.353 0.015
H 1.877 -10.242 -0.911
H 2.030 -7.755 -0.788
H -1.622 -7.458 1.038
H -1.947 -9.931 1.014
C 2.950 6.287 1.947
C 3.133 6.620 0.614
C 3.166 5.595 -0.319
N 3.035 4.302 -0.008
C 2.861 4.005 1.285
C 2.809 4.954 2.295
H 2.917 7.060 2.707
H 3.248 7.651 0.305
H 3.304 5.806 -1.374
H 2.759 2.951 1.507
H 2.663 4.654 3.325
C -2.656 6.074 -1.585
C -2.221 5.502 -2.770
C -1.687 4.224 -2.724
N -1.564 3.510 -1.599
C -1.989 4.084 -0.465
C -2.540 5.354 -0.406
H -3.080 7.072 -1.580
H -2.294 6.034 -3.710
H -1.337 3.733 -3.625
H -1.894 3.490 0.422
H -2.871 5.767 0.538
C -4.324 1.041 -6.902
C -3.788 2.072 -7.657
C -3.011 3.021 -7.012
N -2.749 3.004 -5.700
C -3.279 1.998 -4.992
C -4.066 0.999 -5.542
H -4.936 0.279 -7.369
H -3.969 2.138 -8.722
H -2.568 3.845 -7.561
H -3.053 2.010 -3.930
H -4.467 0.208 -4.920
C -9.296 -2.511 -8.265
C -8.023 -2.810 -7.806
C -7.123 -1.770 -7.645
N -7.408 -0.490 -7.910
C -8.642 -0.226 -8.353
C -9.616 -1.192 -8.545
H -10.030 -3.296 -8.403
H -7.736 -3.828 -7.578
H -6.116 -1.955 -7.285
H -8.844 0.819 -8.562
H -10.600 -0.920 -8.905
C 2.428 -3.340 -4.570
C 2.498 -2.175 -3.823
C 3.488 -2.076 -2.858
N 4.376 -3.038 -2.602
C 4.289 -4.154 -3.332
C 3.341 -4.353 -4.323
H 1.670 -3.457 -5.335
H 1.802 -1.362 -3.985
H 3.589 -1.185 -2.249
H 5.021 -4.919 -3.098
H 3.317 -5.277 -4.886
*
```

Calculated values
F_max: 2.751 eV/A
energy: -85707.7260 eV
SMILES: CCN1C(=O)c2c(N)c(CCC(C)C)c(CC(N)(N)N)c(O)c2C1=O.c1ccncc1.c1ccncc1.c1ccncc1.c1ccncc1.c1ccncc1.c1ccncc1.c1ccncc1.c1ccncc1

Results of the Mulliken charge analysis, in e, for atoms 1 through 99:
1 C -1.032
2 C -0.369
3 N 0.514
4 C 0.024
5 O -0.644
6 C 0.036
7 C -0.216
8 N -0.364
9 C 0.039
10 C -0.867
11 C -0.747
12 C 0.370
13 C -1.424
14 C -1.150
15 C 1.508
16 C -1.035
17 C 0.249
18 N -0.701
19 N -0.497
20 N -0.393
21 C -1.040
22 O -0.579
23 C 1.401
24 C -0.126
25 O -0.619
26 H 0.271
27 H 0.379
28 H 0.289
29 H 0.354
30 H 0.245
31 H -0.079
32 H 0.525
33 H -0.067
34 H 0.891
35 H 0.375
36 H 0.311
37 H 0.351
38 H 0.299
39 H 0.418
40 H 0.320
41 H 0.178
42 H 0.475
43 H 0.248
44 H 0.298
45 H -0.211
46 H 0.345
47 H 0.258
48 H 0.299
49 H 0.338
50 H 0.193
51 H 0.341
52 H 0.198
53 C -0.514
54 C -0.367
55 C -0.289
56 N -0.584
57 C -0.164
58 C -0.070
59 H 0.426
60 H 0.367
61 H 0.339
62 H 0.380
63 H 0.488
64 C -0.345
65 C -0.551
66 C -0.037
67 N -0.467
68 C -0.282
69 C -0.324
70 H 0.371
71 H 0.425
72 H 0.464
73 H 0.381
74 H 0.366
75 C -0.133
76 C -0.491
77 C -0.208
78 N -0.319
79 C -0.005
80 C -0.624
81 H 0.362
82 H 0.345
83 H 0.391
84 H 0.342
85 H 0.349
86 C -0.439
87 C -0.315
88 C -0.382
89 N -0.495
90 C -0.192
91 C -0.467
92 H 0.397
93 H 0.392
94 H 0.406
95 H 0.674
96 H 0.479
97 C -0.326
98 C -0.540
99 C -0.578



Record 3
Here is C24H26N4O5S in the gas phase from OMol25. Energies are from ωB97M-V/def2-TZVPD.

The geometry in ORCA input format:
```
! wB97M-V def2-TZVPD RIJCOSX def2/J DEFGRID3
* xyz 0 1
C -1.158 4.471 -4.328
C -0.056 4.054 -3.401
C 0.811 5.005 -2.877
C 1.827 4.630 -2.023
C 1.995 3.299 -1.680
C 1.135 2.339 -2.194
O 1.235 0.995 -1.921
C 2.140 0.571 -0.944
C 1.836 1.135 0.399
N 0.681 1.480 0.856
N 0.850 1.854 2.143
C 2.113 1.709 2.410
S 2.894 1.964 3.927
C 1.435 1.856 5.039
C 1.038 0.383 5.136
O 1.487 -0.346 5.987
N 0.191 0.005 4.139
C 0.126 -1.281 3.580
C 0.390 -2.442 4.299
C 0.434 -3.656 3.635
C 0.252 -3.729 2.264
C -0.036 -2.572 1.551
C -0.063 -2.535 0.052
O 0.973 -2.387 -0.577
N -1.270 -2.600 -0.537
C -2.517 -2.874 0.136
C -3.108 -4.173 -0.431
O -3.264 -4.093 -1.828
C -2.030 -3.854 -2.470
C -1.398 -2.548 -1.979
C -0.131 -1.360 2.214
O 2.808 1.267 1.341
C 0.100 2.712 -3.061
C -0.827 1.669 -3.610
H -1.067 3.962 -5.286
H -1.128 5.544 -4.501
H -2.129 4.215 -3.908
H 0.686 6.045 -3.140
H 2.500 5.371 -1.618
H 2.803 3.030 -1.016
H 3.183 0.795 -1.207
H 2.013 -0.521 -0.896
H 0.655 2.500 4.641
H 1.794 2.212 6.002
H -0.090 0.737 3.490
H 0.589 -2.384 5.355
H 0.643 -4.556 4.195
H 0.341 -4.674 1.749
H -2.352 -2.967 1.210
H -3.212 -2.048 -0.055
H -4.102 -4.355 -0.021
H -2.447 -5.014 -0.173
H -2.247 -3.802 -3.537
H -1.340 -4.689 -2.277
H -0.404 -2.409 -2.404
H -2.039 -1.702 -2.248
H -0.360 -0.467 1.650
H -1.859 1.906 -3.354
H -0.573 0.696 -3.202
H -0.753 1.627 -4.696
*
```

Calculated values
F_max: 1.568 eV/A
energy: -52343.0262 eV
SMILES: Cc1cccc(OCc2nnc(SCC(=O)Nc3cccc(C(=O)N4CCOCC4)c3)o2)c1C

Want to see where the charge sits? The Mulliken charges in e are:
1 C -1.424
2 C 1.126
3 C -0.978
4 C -1.000
5 C -0.622
6 C 0.868
7 O -0.368
8 C -1.178
9 C 1.607
10 N -0.374
11 N -0.673
12 C 0.546
13 S -0.170
14 C -0.743
15 C 0.509
16 O -0.614
17 N -0.215
18 C -0.447
19 C -0.477
20 C -0.818
21 C -0.317
22 C -0.629
23 C 0.402
24 O -0.756
25 N 0.116
26 C -0.507
27 C -0.650
28 O -0.381
29 C -0.709
30 C -0.552
31 C 0.545
32 O -0.454
33 C 0.810
34 C -1.465
35 H 0.312
36 H 0.393
37 H 0.314
38 H 0.331
39 H 0.396
40 H 0.402
41 H 0.246
42 H 0.420
43 H 0.380
44 H 0.410
45 H 0.475
46 H 0.515
47 H 0.400
48 H 0.503
49 H 0.438
50 H 0.256
51 H 0.340
52 H 0.334
53 H 0.339
54 H 0.352
55 H 0.403
56 H 0.318
57 H 0.816
58 H 0.374
59 H 0.198
60 H 0.324



Record 4
Here is a molecular structure, C8H12N2O5PtS2Si from OMol25. Energies are from ωB97M-V/def2-TZVPD.

The geometry in ORCA input format:
```
! wB97M-V def2-TZVPD RIJCOSX def2/J DEFGRID3
* xyz 0 3
Pt -0.197 -0.388 0.092
C -2.474 5.728 1.605
Si -0.884 5.061 2.316
C -0.666 5.587 4.095
C 0.581 5.678 1.341
C -1.072 3.157 2.339
C -1.798 2.626 3.399
C -2.055 1.263 3.510
C -1.553 0.427 2.548
N -0.831 0.901 1.518
C -0.607 2.224 1.397
S 0.325 2.745 0.017
H -2.468 6.819 1.595
H -3.337 5.402 2.189
H -2.617 5.384 0.578
H -0.523 6.669 4.137
H 0.216 5.119 4.539
H -1.525 5.351 4.723
H 0.695 6.740 1.573
H 0.443 5.591 0.265
H 1.513 5.183 1.615
H -2.186 3.291 4.161
H -2.629 0.856 4.330
H -1.709 -0.643 2.557
O 0.166 -3.995 0.052
S -0.620 -2.962 -0.529
O -1.747 -3.302 -1.329
O -1.122 -1.988 0.674
O 0.253 -1.867 -1.194
O 1.236 1.124 -1.728
N 0.297 1.234 -0.913
*
```

Calculated values
F_max: 0.219 eV/A
energy: -54500.5336 eV

Want to see where the charge sits? The Mulliken charges in e are:
1 Pt 0.784
2 C -1.031
3 Si 0.236
4 C -1.086
5 C -1.149
6 C 0.243
7 C -0.174
8 C -0.975
9 C -0.117
10 N -0.478
11 C 0.654
12 S -0.073
13 H 0.340
14 H 0.343
15 H 0.334
16 H 0.342
17 H 0.365
18 H 0.338
19 H 0.318
20 H 0.367
21 H 0.406
22 H 0.256
23 H 0.410
24 H 0.551
25 O -0.537
26 S 1.096
27 O -0.538
28 O -0.443
29 O -0.499
30 O -0.410
31 N 0.128



Record 5
Here is 2 unconnected molecules or ions with the total composition C19H23N2O from OMol25. Energies are from ωB97M-V/def2-TZVPD.

The geometry in ORCA input format:
```
! wB97M-V def2-TZVPD RIJCOSX def2/J DEFGRID3
* xyz 1 1
O -1.497 -2.477 0.655
C -1.146 -1.884 -0.416
C -2.214 -1.485 -1.569
C -2.613 0.071 -1.500
C -4.176 0.348 -1.224
C -4.533 -0.050 0.302
C -4.497 1.361 1.099
C -4.324 2.531 -0.011
N -4.194 1.867 -1.147
N 0.315 -1.611 -0.562
C 0.554 -0.132 -0.451
C 0.591 0.648 -1.817
C 0.782 2.196 -1.909
C 0.923 2.942 -0.529
C 0.912 2.166 0.838
C 0.716 0.606 0.923
H -3.094 -2.210 -1.608
H -1.635 -1.638 -2.560
H -2.034 0.573 -0.650
H -2.334 0.593 -2.488
H -4.903 0.021 -2.039
H -5.637 -0.340 0.235
H -3.842 -0.809 0.832
H -3.721 1.451 1.930
H -5.590 1.508 1.443
H -4.318 3.671 0.152
H -4.057 2.394 -2.031
H 0.774 -2.022 0.264
H 0.453 0.095 -2.802
H 0.782 2.772 -2.897
H 1.058 4.086 -0.533
H 1.024 2.702 1.839
H 0.678 0.037 1.923
C 4.004 -0.896 0.893
C 3.771 -2.168 1.407
C 4.833 -2.939 1.868
C 6.129 -2.433 1.825
C 6.362 -1.159 1.315
C 5.300 -0.392 0.845
H 3.175 -0.297 0.530
H 2.759 -2.561 1.447
H 4.652 -3.933 2.262
H 6.957 -3.032 2.189
H 7.372 -0.765 1.283
H 5.483 0.598 0.443
*
```

Calculated values
F_max: 5.166 eV/A
energy: -25091.0197 eV

Want to see where the charge sits? The Mulliken charges in e are:
1 O -0.591
2 C 0.470
3 C -0.728
4 C -0.481
5 C -0.141
6 C -0.611
7 C -0.548
8 C -0.048
9 N -0.046
10 N -0.240
11 C 0.080
12 C -0.292
13 C -0.521
14 C -0.448
15 C -0.542
16 C -0.212
17 H 0.426
18 H 0.316
19 H 0.151
20 H 0.353
21 H 0.445
22 H 0.364
23 H 0.241
24 H 0.375
25 H 0.323
26 H 0.371
27 H 0.299
28 H 0.284
29 H 0.439
30 H 0.375
31 H 0.362
32 H 0.384
33 H 0.377
34 C 0.252
35 C -0.157
36 C -0.616
37 C -0.415
38 C -0.360
39 C -0.628
40 H 0.248
41 H 0.222
42 H 0.367
43 H 0.362
44 H 0.368
45 H 0.369



Record 6
Here is 2 unconnected molecules or ions with the total composition C25H18N5O6S from OMol25. Energies are from ωB97M-V/def2-TZVPD.

The geometry in ORCA input format:
```
! wB97M-V def2-TZVPD RIJCOSX def2/J DEFGRID3
* xyz -1 1
C -1.681 -0.128 4.646
C -1.044 1.156 4.459
C -1.887 2.289 4.380
N -2.556 3.247 4.270
C 0.336 1.389 4.725
C 1.268 0.319 4.913
C 2.589 0.581 5.237
C 3.037 1.901 5.400
C 4.415 2.154 5.708
N 5.551 2.334 5.933
C 2.137 2.966 5.268
C 0.812 2.716 4.937
H -0.999 -0.958 4.816
H -2.440 -0.068 5.454
H -2.272 -0.352 3.670
H 0.930 -0.721 4.848
H 3.291 -0.241 5.402
H 2.459 3.993 5.458
H 0.105 3.551 4.903
C 2.500 2.073 -5.546
C 1.209 1.640 -4.912
C 0.345 0.767 -5.593
C -0.864 0.375 -5.015
C -1.193 0.825 -3.729
S -2.653 0.234 -2.913
O -3.344 1.301 -2.252
O -3.320 -0.728 -3.740
N -2.003 -0.611 -1.555
C -1.316 -1.835 -1.698
C -0.863 -2.500 -2.820
C -0.098 -3.662 -2.603
N 0.635 -4.203 -3.697
O 1.337 -5.222 -3.523
O 0.577 -3.634 -4.809
C 0.091 -4.209 -1.302
C -0.418 -3.550 -0.185
C -1.064 -2.326 -0.383
C -1.617 -1.323 0.514
N -1.748 -1.391 1.888
O -1.186 -2.210 2.613
O -2.553 -0.461 2.325
C -2.132 -0.285 -0.226
C -0.363 1.738 -3.070
C 0.843 2.112 -3.648
H 3.073 2.694 -4.850
H 3.106 1.205 -5.830
H 2.308 2.655 -6.456
H 0.640 0.400 -6.583
H -1.525 -0.303 -5.551
H -1.034 -2.137 -3.829
H 0.669 -5.127 -1.200
H -0.333 -3.953 0.830
H -2.625 0.598 0.142
H -0.661 2.134 -2.103
H 1.525 2.791 -3.119
*
```

Calculated values
F_max: 4.752 eV/A
energy: -56780.8178 eV

Want to see where the charge sits? The Mulliken charges in e are:
1 C -1.449
2 C 0.872
3 C 0.076
4 N -0.756
5 C 1.046
6 C -0.458
7 C -0.814
8 C 0.401
9 C 0.124
10 N -0.634
11 C -0.700
12 C -0.685
13 H 0.323
14 H 0.265
15 H 0.334
16 H 0.134
17 H 0.367
18 H 0.378
19 H 0.311
20 C -1.401
21 C 1.012
22 C -0.712
23 C -0.210
24 C 0.144
25 S 1.291
26 O -0.725
27 O -0.631
28 N 0.079
29 C 0.036
30 C -0.035
31 C -0.452
32 N 0.933
33 O -0.616
34 O -0.602
35 C -0.584
36 C -0.395
37 C 0.318
38 C -0.576
39 N 0.960
40 O -0.586
41 O -0.614
42 C -0.087
43 C -0.571
44 C -0.789
45 H 0.342
46 H 0.339
47 H 0.323
48 H 0.362
49 H 0.469
50 H 0.470
51 H 0.463
52 H 0.513
53 H 0.660
54 H 0.440
55 H 0.293



Among the records above, which one has the lowest F_max? C8H12N2O5PtS2Si